Below is a molecular structure, C30H39N3OSYb, with properties calculated with ωB97M-V/def2-TZVPD.

Its expectation value of S² is 0.78. The HOMO-LUMO gap (alpha / beta) comes out at 6.4 / 6.3 eV. The HOMO energy (alpha / beta) is -3.75 / -3.73 eV. The multiplicity is 2. The maximum force is 0.082 hartree/bohr. Its total charge is -1. As for the lowest unoccupied orbital energy (alpha / beta): 2.68 / 2.55 eV. Its energy above the lowest of the compared OMol25 structures with the same formula, charge and spin is 141.53 kcal per mole.

Last column: Mulliken spin population.
Element x y z (Å)
Yb -0.19591 -0.62719 0.58990  0.011
N -0.81885 -2.67333 2.88933  0.068
N 0.11232 -2.22518 -1.56977  -0.021
C 0.55813 2.05100 -0.08545  0.005
C 1.68687 1.24848 0.23138  -0.006
C 1.67292 1.01654 1.63558  0.009
C 2.66022 0.24425 2.42412  -0.022
H 3.41951 -0.22191 1.77876  -0.002
H 2.16133 -0.55078 3.00792  0.012
H 3.18140 0.87542 3.16599  0.002
C 0.50768 1.63324 2.16726  0.002
C 0.11702 1.66755 3.59468  0.004
H 0.37874 2.61793 4.09439  0.000
H 0.61198 0.86324 4.15702  0.000
H -0.96856 1.53310 3.70930  0.000
C -0.18252 2.26099 1.10450  -0.006
C -1.43583 3.04600 1.24469  -0.001
H -2.10584 2.57639 1.98013  0.000
H -1.97626 3.11008 0.29005  0.000
H -1.25527 4.07906 1.58810  0.000
C 2.70722 0.75032 -0.72432  -0.009
H 3.61108 1.38755 -0.72165  0.000
H 2.32050 0.74150 -1.75604  0.001
H 3.03228 -0.27252 -0.47346  0.002
C 0.28417 2.64459 -1.42035  0.003
H -0.75574 3.00485 -1.48782  0.000
H 0.42867 1.89874 -2.22430  0.000
H 0.95463 3.50214 -1.64411  0.000
C -1.45311 -3.47003 3.79166  -0.075
H -1.20069 -3.25930 4.81012  -0.010
C -2.24271 -4.53045 3.25590  0.146
H -2.77156 -5.09831 3.96230  0.011
C -2.42529 -4.78496 1.87700  -0.053
H -3.14894 -5.52781 1.52897  -0.004
C -1.64348 -4.15061 0.93928  0.146
H -1.65817 -4.25583 -0.17819  0.010
C -0.47109 -3.26780 1.55165  0.063
C 0.97327 -3.32192 1.38628  0.594
H 1.71293 -2.11395 1.45607  0.067
C -0.50232 -1.15740 -2.02714  0.005
C 0.26602 -3.00618 -2.63293  -0.002
H 0.65879 -3.89704 -2.26463  -0.005
C -0.01887 -2.35759 -3.86078  0.008
H 0.04758 -2.68126 -4.91653  0.000
N -0.56674 -1.11733 -3.39513  0.009
C -0.64321 0.16034 -3.99691  0.000
C 0.41936 0.45688 -4.83379  0.001
C 0.19328 1.60485 -5.54447  0.000
H 0.94868 1.86437 -6.28653  0.000
C -0.95935 2.36706 -5.32266  0.000
C -1.20673 3.55452 -6.18475  0.000
H -1.75394 4.31785 -5.61917  0.000
H -1.80436 3.27826 -7.06607  0.000
H -0.25001 3.96003 -6.52987  0.000
C -1.89954 2.03824 -4.33339  0.000
H -2.79775 2.64201 -4.14632  0.000
C -1.72987 0.92593 -3.55783  0.000
C -2.62998 0.54594 -2.41516  0.000
H -2.85431 -0.51859 -2.30066  0.000
H -3.59106 1.05398 -2.60309  0.000
H -2.28673 0.93629 -1.43843  0.000
C 1.66451 -0.36579 -4.88247  -0.001
H 1.53781 -1.39680 -5.22985  0.000
H 2.25040 -0.38305 -3.94841  0.000
H 2.28790 0.14129 -5.62591  0.000
C 2.20664 0.16858 6.56877  0.001
S 1.62878 -1.13936 5.45015  0.007
C -0.13250 -1.05058 5.85378  0.002
O -0.44672 -1.44042 3.00949  0.029
H 2.17073 1.14766 6.06139  0.000
H 3.24874 -0.07040 6.81778  0.000
H 1.60753 0.17038 7.49239  0.000
H -0.70372 -1.10440 4.91294  -0.001
H -0.37067 -1.92578 6.47908  0.000
H -0.37142 -0.12355 6.39024  0.000

---

Below is a molecular structure, C30H40BrIrN4O4S, with properties calculated with ωB97M-V/def2-TZVPD.

Its expectation value of S² is 0.78. The HOMO-LUMO gap (alpha / beta) comes out at 7.7 / 5.4 eV. The HOMO energy (alpha / beta) is -10.26 / -10.25 eV. The multiplicity is 2. The maximum force is 0.033 hartree/bohr. Its total charge is +1. As for the lowest unoccupied orbital energy (alpha / beta): -2.57 / -4.88 eV. Its energy above the lowest of the compared OMol25 structures with the same formula, charge and spin is 32.10 kcal per mole.

Last column: Mulliken spin population.
Element x y z (Å)
Ir -0.47677 0.67614 -1.65735  -0.003
C 1.49145 -4.41163 -2.13064  0.000
N 1.70659 -2.98563 -1.89690  0.000
C 3.07963 -2.57489 -1.61201  0.000
C 0.71201 -2.10592 -1.85233  0.004
O 0.94507 -0.89697 -1.66555  0.013
C -0.70704 -2.62883 -2.07979  -0.002
O -1.61618 -1.75759 -1.44636  0.000
C -2.81768 -1.53104 -2.14377  0.000
C -2.57304 -0.42823 -3.18576  -0.001
O -1.41061 0.06534 -3.31708  -0.001
N -3.53997 -0.03925 -3.98097  0.000
C -3.33774 1.04464 -4.94494  0.000
C -4.86608 -0.64593 -3.98860  0.000
H 2.40466 -4.82302 -2.55286  0.000
H 1.27037 -4.94172 -1.20210  0.000
H 0.69324 -4.58247 -2.84797  0.000
H 3.72212 -2.83905 -2.45130  0.000
H 3.11380 -1.50389 -1.45125  0.000
H 3.43280 -3.08924 -0.71726  0.000
H -0.84747 -2.64737 -3.16835  0.000
H -0.84485 -3.63763 -1.69054  0.000
H -3.16849 -2.43845 -2.64205  0.000
H -3.56922 -1.21029 -1.42247  0.000
H -2.31985 1.41034 -4.87728  0.000
H -3.53216 0.67281 -5.95058  0.000
H -4.03535 1.84943 -4.71576  0.000
H -5.00004 -1.32972 -3.15731  0.000
H -5.61114 0.14376 -3.90662  0.000
H -5.02544 -1.18298 -4.92381  0.000
C 3.07155 0.60335 5.70736  0.033
C 2.13681 1.73321 5.24232  0.047
C 1.04636 1.96842 6.30205  0.032
C 2.95641 3.01406 5.08844  0.009
C 1.46966 1.31271 3.94483  0.028
C 1.62654 2.04258 2.75758  -0.017
C 0.99524 1.62484 1.62293  0.142
Br 1.15080 2.57423 0.02292  0.023
C 0.15636 0.44402 1.59030  0.124
O -0.43144 0.10744 0.53895  0.312
C 0.01611 -0.32321 2.82342  0.160
C 0.66344 0.14543 3.92978  0.054
C -0.83461 -1.58891 2.83711  0.006
C -0.84306 -2.24299 4.21937  -0.002
C -2.28854 -1.25157 2.45904  0.028
C -0.25728 -2.60321 1.83202  0.046
H 3.55044 0.89385 6.64366  0.002
H 3.85350 0.41228 4.96979  -0.001
H 2.53327 -0.32871 5.88300  -0.001
H 1.51245 2.30037 7.23085  0.003
H 0.48113 1.06119 6.51798  -0.001
H 0.34392 2.73901 5.97941  -0.001
H 3.39513 3.27447 6.05174  0.000
H 2.33945 3.85724 4.77104  0.000
H 3.77548 2.89136 4.37658  0.000
H 2.23642 2.93294 2.73205  0.001
H 0.55982 -0.39576 4.85836  0.000
H -1.28777 -1.59244 4.97499  0.001
H 0.15907 -2.52882 4.54712  0.001
H -1.44507 -3.15116 4.17479  0.000
H -2.71078 -0.51741 3.14751  -0.003
H -2.89183 -2.16003 2.52275  0.000
H -2.36586 -0.85215 1.45084  -0.008
H 0.78420 -2.83857 2.06752  -0.004
H -0.31299 -2.21265 0.81813  -0.030
H -0.83458 -3.52907 1.88493  0.000
N 2.92732 4.66984 -6.79296  0.000
C 2.41257 4.06041 -5.96555  -0.001
C 1.76974 3.28919 -4.93331  0.001
C 2.27092 2.03771 -4.58609  0.002
C 1.64896 1.28330 -3.60413  0.000
C 0.51010 1.76953 -2.95711  0.004
C 0.02357 3.03133 -3.30281  -0.001
C 0.64701 3.78922 -4.28177  0.002
H 3.14918 1.65800 -5.09184  0.000
H 2.06485 0.32078 -3.34229  -0.002
H -0.85132 3.42441 -2.79952  0.001
H 0.26503 4.76727 -4.54400  0.000
S -3.56856 2.63207 0.89808  0.000
C -2.72308 2.10427 -0.34351  0.000
N -2.12863 1.71563 -1.29509  0.000